DFT (wB97M-V/def2-TZVPD) results for a structure of composition CH5BO4 at a distorted geometry.

Geometry as XYZ:
```
11
Properties=species:S:1:pos:R:3:forces:R:3
B 1.00266 -0.32396 -0.14082 -3.18 0.69 2.94
C -0.83377 0.76374 -0.06039 2.87 -2.11 -0.62
O 1.13139 -1.23168 0.89540 0.92 -0.40 0.21
O 1.96024 -0.07225 -1.01678 0.08 1.20 -1.33
O -1.78946 0.09971 -0.86667 0.01 -1.65 1.87
O -1.32412 0.93343 1.25065 1.45 0.00 -0.66
H -0.56816 1.66395 -0.59359 -0.21 0.55 0.21
H 2.02173 -1.62181 1.16674 -1.69 0.93 -1.00
H 2.38178 -0.83516 -1.38317 0.71 -0.67 -0.19
H -1.93444 -0.74417 -0.32910 0.04 1.35 -1.48
H -2.26025 0.80672 1.17549 -0.99 0.10 0.03
```
Forces are in eV/Å.

The max |F| is 4.38 eV/A. The calculated total energy comes out at -366.9323 a.u. The calculation puts the lowest unoccupied orbital energy at 0.182 eV. Its frontier orbital gap is 8.761 eV. The highest occupied orbital energy is -8.6 eV.